Arrangement w

{"formula": "C5H14N", "method": "ωB97M-V/def2-TZVPD", "total_charge": 1, "lumo_energy_ev": -3.767, "smiles": "CC[C@@H](C)C[NH3+]", "homo_lumo_gap_ev": 11.2, "multiplicity": 1, "symbols": ["C", "C", "C", "C", "C", "N", "H", "H", "H", "H", "H", "H", "H", "H", "H", "H", "H", "H", "H", "H"], "positions_angstrom": [[2.39, 0.84, 0.76], [1.31, 0.57, -0.31], [0.00, 0.06, 0.30], [-1.12, 1.11, 0.09], [-0.43, -1.23, -0.46], [-1.88, -1.50, -0.32], [2.51, -0.12, 1.26], [2.07, 1.61, 1.47], [3.32, 1.18, 0.28], [1.17, 1.52, -0.82], [1.65, -0.11, -1.09], [0.02, -0.18, 1.38], [-0.67, 2.08, 0.37], [-2.06, 1.09, 0.64], [-1.45, 1.14, -0.93], [-0.14, -1.14, -1.51], [0.11, -2.14, -0.15], [-2.20, -2.35, -0.81], [-2.49, -0.83, -0.81], [-2.14, -1.57, 0.66]], "nbo_charge": [-0.60, -0.40, -0.23, -0.64, -0.23, -0.67, 0.20, 0.22, 0.23, 0.22, 0.21, 0.22, 0.25, 0.21, 0.20, 0.23, 0.24, 0.45, 0.45, 0.45]}

Arrangement x

{"formula": "C5H14N", "method": "ωB97M-V/def2-TZVPD", "total_charge": 1, "lumo_energy_ev": -3.704, "smiles": "CC(C)CC[NH3+]", "homo_lumo_gap_ev": 11.3, "multiplicity": 1, "symbols": ["C", "C", "C", "C", "C", "N", "H", "H", "H", "H", "H", "H", "H", "H", "H", "H", "H", "H", "H", "H"], "positions_angstrom": [[0.71, 1.71, -0.73], [-0.27, 0.49, -0.69], [-1.08, 0.35, -1.96], [0.48, -0.72, -0.20], [0.80, -0.70, 1.27], [-0.48, -1.05, 2.04], [0.64, 2.25, 0.21], [0.47, 2.37, -1.54], [1.72, 1.33, -0.85], [-0.96, 0.79, 0.11], [-1.98, -0.26, -1.79], [-1.44, 1.34, -2.23], [-0.54, -0.03, -2.82], [0.01, -1.69, -0.43], [1.39, -0.88, -0.78], [1.06, 0.30, 1.63], [1.52, -1.42, 1.62], [-0.73, -2.03, 1.97], [-0.36, -0.79, 3.02], [-1.24, -0.47, 1.66]], "nbo_charge": [-0.61, -0.21, -0.61, -0.45, -0.20, -0.68, 0.21, 0.24, 0.21, 0.16, 0.21, 0.23, 0.23, 0.22, 0.25, 0.23, 0.23, 0.44, 0.44, 0.44]}

Arrangement y

{"formula": "C5H14N", "method": "ωB97M-V/def2-TZVPD", "total_charge": 1, "lumo_energy_ev": -3.474, "homo_lumo_gap_ev": 10.1, "multiplicity": 1, "symbols": ["C", "N", "H", "H", "H", "H", "H", "H", "C", "C", "C", "C", "H", "H", "H", "H", "H", "H", "H", "H"], "positions_angstrom": [[-1.99, 0.50, 1.32], [-1.62, 0.40, -0.13], [-1.15, 0.97, 1.87], [-2.82, 1.22, 1.40], [-2.26, -0.52, 1.71], [-0.90, -0.35, -0.31], [-1.09, 1.20, -0.55], [-2.44, 0.22, -0.70], [0.91, -1.24, -1.44], [1.20, -0.14, -0.44], [1.34, 1.15, -0.87], [1.37, -0.49, 1.05], [1.74, -1.94, -1.47], [0.83, -0.75, -2.44], [-0.04, -1.77, -1.17], [1.48, 1.99, -0.17], [1.23, 1.36, -1.93], [1.74, 0.33, 1.61], [2.09, -1.30, 1.17], [0.40, -0.84, 1.49]], "nbo_charge": [-0.43, -0.70, 0.25, 0.24, 0.25, 0.47, 0.47, 0.44, -0.66, -0.01, -0.44, -0.66, 0.26, 0.23, 0.19, 0.22, 0.21, 0.23, 0.25, 0.19]}

The most stable arrangement is arrangement x, and the next structure is 0.244 eV less stable.

Arrangement w

{"formula": "C3H5P", "method": "ωB97M-V/def2-TZVPD", "lumo_energy_ev": -0.193, "homo_lumo_gap_ev": 8.4, "multiplicity": 1, "symbols": ["C", "C", "C", "P", "H", "H", "H", "H", "H"], "positions_angstrom": [[-0.42, 0.61, -0.08], [-2.20, 1.31, -0.06], [1.06, 0.66, 0.03], [-1.79, -0.41, 0.01], [1.44, -0.34, -0.35], [1.50, 1.40, -0.67], [1.57, 0.82, 1.11], [-1.94, -1.46, -0.99], [-1.78, -1.10, 1.21]], "nbo_charge": [-0.37, -0.32, -0.70, 0.81, 0.23, 0.24, 0.25, -0.06, -0.08]}

Arrangement x

{"formula": "C3H5P", "method": "ωB97M-V/def2-TZVPD", "lumo_energy_ev": 0.366, "smiles": "CC=C=P", "homo_lumo_gap_ev": 9.2, "multiplicity": 1, "symbols": ["C", "C", "C", "P", "H", "H", "H", "H", "H"], "positions_angstrom": [[-0.34, 0.94, -0.52], [0.37, -0.17, 0.46], [0.24, -1.20, 1.26], [-0.05, -2.07, 2.63], [0.51, 1.45, -1.08], [-1.04, 0.57, -1.39], [-1.03, 1.46, 0.12], [1.52, 0.01, 0.57], [0.48, -3.24, 2.16]], "nbo_charge": [-0.63, -0.26, -0.34, 0.34, 0.24, 0.23, 0.23, 0.23, -0.04]}

The most stable arrangement is arrangement x, and the next structure is 4.196 eV less stable.

Arrangement w

{"formula": "C20H25N5O3S2", "method": "ωB97M-V/def2-TZVPD", "lumo_energy_ev": 0.310, "smiles": "Cc1ccc(N2C[C@@H](C(=O)Nc3nnc(SCCN4CCOCC4)s3)CC2=O)cc1", "homo_lumo_gap_ev": 8.7, "multiplicity": 1, "symbols": ["C", "C", "C", "C", "C", "N", "C", "C", "C", "O", "N", "C", "N", "N", "C", "S", "C", "C", "N", "C", "C", "O", "C", "C", "S", "C", "C", "O", "C", "C", "H", "H", "H", "H", "H", "H", "H", "H", "H", "H", "H", "H", "H", "H", "H", "H", "H", "H", "H", "H", "H", "H", "H", "H", "H"], "positions_angstrom": [[-6.35, -5.25, 2.53], [-5.07, -4.48, 2.45], [-4.98, -3.17, 2.91], [-3.79, -2.47, 2.85], [-2.65, -3.07, 2.32], [-1.45, -2.35, 2.24], [-1.44, -0.90, 2.31], [-0.05, -0.49, 1.81], [0.46, 0.75, 2.51], [0.02, 1.14, 3.57], [1.50, 1.43, 1.94], [2.23, 1.31, 0.79], [3.17, 2.16, 0.53], [3.80, 1.93, -0.61], [3.38, 0.91, -1.26], [4.01, 0.31, -2.75], [4.74, 1.85, -3.39], [3.69, 2.62, -4.19], [2.53, 2.90, -3.37], [2.65, 4.15, -2.62], [1.45, 4.31, -1.69], [0.23, 4.26, -2.40], [0.13, 3.05, -3.11], [1.28, 2.89, -4.10], [2.05, 0.07, -0.45], [0.80, -1.72, 2.16], [-0.20, -2.88, 2.17], [0.11, -4.04, 2.15], [-2.73, -4.38, 1.85], [-3.92, -5.07, 1.93], [-6.61, -5.67, 1.55], [-7.17, -4.61, 2.85], [-6.26, -6.07, 3.23], [-5.85, -2.69, 3.33], [-3.76, -1.46, 3.23], [-1.57, -0.55, 3.34], [-2.24, -0.48, 1.69], [-0.07, -0.34, 0.73], [1.80, 2.23, 2.49], [5.11, 2.41, -2.53], [5.57, 1.55, -4.03], [3.38, 2.00, -5.03], [4.15, 3.54, -4.59], [3.56, 4.11, -2.02], [2.71, 5.01, -3.30], [1.48, 5.28, -1.20], [1.47, 3.52, -0.93], [-0.83, 3.08, -3.64], [0.13, 2.20, -2.41], [1.18, 1.94, -4.62], [1.23, 3.71, -4.84], [1.22, -1.63, 3.16], [1.61, -1.92, 1.46], [-1.86, -4.86, 1.44], [-3.97, -6.08, 1.56]], "nbo_charge": [-0.63, -0.03, -0.21, -0.25, 0.21, -0.45, -0.20, -0.33, 0.70, -0.58, -0.62, 0.22, -0.30, -0.30, -0.12, 0.29, -0.52, -0.22, -0.46, -0.26, -0.07, -0.52, -0.07, -0.24, 0.33, -0.50, 0.69, -0.60, -0.23, -0.20, 0.22, 0.21, 0.22, 0.21, 0.21, 0.22, 0.21, 0.23, 0.44, 0.25, 0.23, 0.20, 0.18, 0.22, 0.17, 0.20, 0.16, 0.19, 0.16, 0.20, 0.17, 0.24, 0.24, 0.25, 0.21]}

Arrangement x

{"formula": "C20H25N5O3S2", "method": "ωB97M-V/def2-TZVPD", "lumo_energy_ev": 0.339, "smiles": "COc1ccccc1N1CCN(C(=O)CSc2nnc(NC(=O)C3CCC3)s2)CC1", "homo_lumo_gap_ev": 7.9, "multiplicity": 1, "symbols": ["C", "O", "C", "C", "C", "C", "C", "C", "N", "C", "C", "N", "C", "O", "C", "S", "C", "N", "N", "C", "N", "C", "O", "C", "C", "C", "C", "S", "C", "C", "H", "H", "H", "H", "H", "H", "H", "H", "H", "H", "H", "H", "H", "H", "H", "H", "H", "H", "H", "H", "H", "H", "H", "H", "H"], "positions_angstrom": [[-0.85, 5.52, 1.65], [-0.43, 4.33, 1.03], [-0.97, 3.99, -0.18], [-1.86, 4.80, -0.87], [-2.42, 4.38, -2.07], [-2.09, 3.15, -2.58], [-1.19, 2.34, -1.91], [-0.59, 2.73, -0.72], [0.27, 1.91, 0.00], [0.39, 0.51, -0.34], [1.48, 0.23, -1.40], [2.73, 0.80, -0.97], [3.93, 0.21, -0.81], [4.90, 0.81, -0.38], [4.10, -1.26, -1.19], [4.46, -2.26, 0.29], [2.87, -2.69, 0.78], [1.78, -2.43, 0.14], [0.68, -2.89, 0.72], [0.89, -3.53, 1.81], [-0.04, -4.11, 2.61], [-1.43, -4.18, 2.48], [-2.06, -4.74, 3.34], [-2.00, -3.57, 1.24], [-3.53, -3.69, 1.09], [-3.34, -4.34, -0.29], [-1.82, -4.42, -0.04], [2.61, -3.61, 2.26], [2.61, 2.21, -0.65], [1.55, 2.42, 0.44], [-1.93, 5.52, 1.82], [-0.34, 5.55, 2.61], [-0.57, 6.40, 1.07], [-2.14, 5.76, -0.47], [-3.12, 5.03, -2.58], [-2.53, 2.80, -3.51], [-0.94, 1.38, -2.35], [-0.57, 0.12, -0.67], [0.68, -0.02, 0.57], [1.54, -0.85, -1.53], [1.20, 0.70, -2.36], [5.00, -1.34, -1.79], [3.26, -1.72, -1.71], [0.31, -4.57, 3.45], [-1.62, -2.56, 1.12], [-4.07, -2.75, 1.10], [-3.95, -4.36, 1.83], [-3.84, -5.29, -0.44], [-3.60, -3.67, -1.12], [-1.19, -3.97, -0.80], [-1.48, -5.43, 0.16], [3.59, 2.56, -0.32], [2.32, 2.75, -1.56], [1.48, 3.47, 0.68], [1.85, 1.87, 1.34]], "nbo_charge": [-0.25, -0.51, 0.25, -0.28, -0.23, -0.22, -0.27, 0.19, -0.45, -0.22, -0.24, -0.43, 0.67, -0.64, -0.61, 0.34, -0.14, -0.33, -0.33, 0.25, -0.64, 0.71, -0.57, -0.34, -0.39, -0.40, -0.38, 0.33, -0.25, -0.21, 0.18, 0.20, 0.17, 0.22, 0.21, 0.21, 0.21, 0.21, 0.21, 0.24, 0.19, 0.26, 0.25, 0.42, 0.25, 0.21, 0.23, 0.21, 0.20, 0.22, 0.20, 0.25, 0.19, 0.23, 0.20]}

The most stable arrangement is arrangement w, and the next structure is 1.233 eV less stable.

Arrangement w

{"formula": "C3H8NOS", "method": "ωB97M-V/def2-TZVPD", "total_charge": 1, "lumo_energy_ev": -4.286, "smiles": "[NH3+][C@@H](C=O)CS", "homo_lumo_gap_ev": 9.2, "multiplicity": 1, "symbols": ["N", "C", "C", "O", "C", "S", "H", "H", "H", "H", "H", "H", "H", "H"], "positions_angstrom": [[-1.31, 1.55, 0.24], [-0.05, 0.66, 0.13], [-0.08, 0.03, 1.56], [-1.16, -0.22, 2.09], [-0.08, -0.06, -1.20], [1.49, -1.04, -1.19], [-1.36, 2.58, 0.38], [-2.01, 1.25, 0.87], [-2.13, 1.33, -0.40], [0.81, 1.27, 0.10], [0.77, -0.38, 2.00], [-0.03, 0.52, -2.09], [-0.96, -0.76, -1.13], [0.83, -1.93, -1.93]], "nbo_charge": [-0.72, -0.14, 0.42, -0.48, -0.53, 0.01, 0.46, 0.45, 0.45, 0.25, 0.18, 0.26, 0.24, 0.16]}

Arrangement x

{"formula": "C3H8NOS", "method": "ωB97M-V/def2-TZVPD", "total_charge": 1, "lumo_energy_ev": -3.902, "homo_lumo_gap_ev": 10.3, "multiplicity": 1, "symbols": ["C", "C", "C", "N", "O", "S", "H", "H", "H", "H", "H", "H", "H", "H"], "positions_angstrom": [[0.47, -0.89, -0.24], [-0.37, -2.00, 0.53], [-1.53, -0.08, 0.71], [-0.39, 0.29, 0.18], [-1.57, -1.34, 1.00], [0.91, 2.80, -0.96], [1.49, -0.79, -0.11], [0.27, -0.80, -1.30], [-0.73, -2.67, -0.22], [0.17, -2.29, 1.41], [-2.28, 0.52, 1.14], [-0.11, 1.26, -0.24], [1.84, 3.03, -1.87], [1.82, 2.94, -0.04]], "nbo_charge": [-0.24, -0.09, 0.53, -0.52, -0.39, -0.26, 0.24, 0.22, 0.24, 0.23, 0.24, 0.44, 0.19, 0.16]}

The most stable arrangement is arrangement x, and the next structure is 1.062 eV less stable.

Arrangement w

{"formula": "C5H7ClO", "method": "ωB97M-V/def2-TZVPD", "lumo_energy_ev": 0.834, "smiles": "CO/C=C/C=C/Cl", "homo_lumo_gap_ev": 8.7, "multiplicity": 1, "symbols": ["C", "O", "C", "C", "C", "C", "Cl", "H", "H", "H", "H", "H", "H", "H"], "positions_angstrom": [[3.01, 0.32, -0.11], [1.80, -0.52, 0.04], [0.70, 0.19, 0.35], [-0.52, -0.40, -0.06], [-1.94, 0.01, 0.16], [-3.13, -0.44, -0.32], [-4.58, 0.32, 0.11], [2.68, 1.37, -0.24], [3.37, -0.20, -1.02], [3.69, 0.13, 0.63], [0.64, 1.08, 0.92], [-0.44, -1.34, -0.42], [-2.05, 0.90, 0.87], [-3.22, -1.42, -0.91]], "nbo_charge": [-0.25, -0.50, 0.15, -0.30, -0.22, -0.26, 0.02, 0.19, 0.20, 0.19, 0.18, 0.20, 0.20, 0.22]}

Arrangement x

{"formula": "C5H7ClO", "method": "ωB97M-V/def2-TZVPD", "lumo_energy_ev": 0.936, "smiles": "C=COC(=C)CCl", "homo_lumo_gap_ev": 10.0, "multiplicity": 1, "symbols": ["C", "C", "O", "C", "C", "C", "Cl", "H", "H", "H", "H", "H", "H", "H"], "positions_angstrom": [[-2.73, -0.44, -0.17], [-1.52, -0.05, 0.29], [-0.37, -0.56, -0.24], [0.85, 0.14, -0.20], [0.87, 1.45, -0.21], [1.91, -0.90, 0.05], [3.62, -0.20, -0.05], [-3.68, 0.08, 0.21], [-2.71, -1.14, -1.01], [-1.48, 0.59, 1.17], [-0.13, 2.02, -0.15], [1.78, 1.97, -0.15], [1.89, -1.72, -0.65], [1.70, -1.22, 1.11]], "nbo_charge": [-0.48, 0.12, -0.52, 0.28, -0.48, -0.38, -0.09, 0.22, 0.21, 0.18, 0.22, 0.23, 0.24, 0.24]}

The most stable arrangement is arrangement x, and the next structure is 0.800 eV less stable.